The following is a quantum chemistry calculation of C29H32MnN5O4S as an isolated structure, from OMol25.

```
72
Properties=species:S:1:pos:R:3:forces:R:3
Mn -0.529 -0.978 -0.851 -0.344 -1.076 0.133
S 1.804 4.627 -0.572 -0.099 0.082 0.051
O 1.347 -0.948 -1.340 -0.176 0.315 0.049
O 0.921 5.703 -0.898 -0.104 -0.009 -0.067
O 3.196 4.644 -0.899 0.126 -0.033 -0.017
O 0.007 0.626 -1.977 0.273 -0.400 0.404
N 0.301 -1.087 1.176 0.020 0.381 -0.371
N -0.702 -2.560 -2.409 0.258 0.594 -0.053
N -2.426 -0.327 -0.743 0.006 0.272 -0.215
N 1.159 3.259 -1.318 0.242 -0.215 0.192
N -1.880 -2.968 -0.003 0.227 0.228 0.049
C -0.366 -4.863 -2.886 -0.024 -0.100 -0.115
C -1.548 -3.219 1.418 -0.006 -0.081 0.062
C 0.251 4.122 3.091 -0.065 0.002 0.004
C 2.842 -1.170 2.280 0.021 -0.065 0.020
C -4.671 -0.826 -1.325 -0.232 0.120 -0.030
C 0.247 -4.546 -4.085 -0.008 -0.097 0.061
C 1.377 3.918 3.895 -0.049 -0.053 0.094
C -3.274 -2.515 -0.110 -0.038 0.032 -0.050
C -2.636 0.960 -1.105 0.036 -0.020 0.059
C 2.634 3.957 3.304 0.084 -0.033 0.016
C 1.216 3.675 5.373 -0.014 0.064 -0.056
C 2.072 -2.312 2.188 0.066 0.027 0.084
C 1.971 2.587 -2.342 -0.084 0.018 -0.019
C 0.794 -2.244 1.649 -0.040 0.056 0.061
C -0.849 -3.843 -2.082 -0.061 0.071 0.027
C 2.295 0.043 1.877 0.027 0.100 0.044
C -0.079 -3.470 1.680 0.032 0.051 -0.188
C 1.216 0.254 -1.786 0.107 0.069 -0.074
C -1.632 -4.153 -0.836 0.072 0.068 -0.050
C -0.124 -2.255 -3.588 -0.036 -0.013 -0.069
C 1.648 4.339 1.162 -0.146 -0.249 -0.132
C 0.347 -3.211 -4.457 -0.019 0.024 -0.051
C 2.780 4.159 1.936 0.097 0.001 -0.069
C 0.376 4.339 1.731 0.048 0.088 -0.017
C -4.869 0.478 -1.750 0.042 -0.026 0.014
C 2.379 1.157 -1.987 -0.231 0.126 -0.038
C -3.840 1.400 -1.593 -0.155 0.002 -0.006
C 1.037 0.040 1.331 -0.169 -0.061 0.140
C -3.453 -1.193 -0.793 0.190 -0.025 0.162
H -2.577 -4.593 -1.155 -0.057 -0.082 0.012
H -2.128 -4.071 1.789 -0.031 -0.001 -0.018
H 0.620 2.777 5.551 0.022 0.022 0.011
H 0.227 3.488 -1.635 0.035 0.049 -0.048
H 3.847 -1.213 2.684 -0.047 -0.008 0.006
H 2.179 3.553 5.868 -0.029 0.002 -0.032
H 2.836 0.972 1.979 -0.003 0.071 0.024
H -3.963 2.440 -1.864 0.003 -0.037 0.003
H -1.855 -2.340 1.986 -0.024 -0.006 -0.011
H -0.049 -1.203 -3.833 -0.010 -0.008 0.047
H -0.488 4.564 1.115 0.039 -0.058 0.092
H 0.001 -3.892 2.683 0.053 -0.032 0.010
H 0.342 -4.227 1.013 -0.038 -0.034 0.001
H -3.904 -3.257 -0.598 -0.026 -0.064 -0.016
H 0.787 -2.918 -5.400 0.002 -0.004 0.042
H -0.732 4.144 3.551 0.066 -0.019 -0.045
H -1.801 1.637 -1.002 0.049 -0.051 -0.056
H 1.415 2.566 -3.277 -0.001 0.119 -0.063
H -0.486 -5.893 -2.574 0.010 0.023 -0.024
H -1.125 -4.929 -0.270 0.083 -0.030 0.086
H -5.815 0.775 -2.184 0.014 0.000 0.034
H 2.985 1.122 -1.079 0.029 -0.061 0.030
H 3.758 4.214 1.472 -0.067 -0.031 0.065
H 2.988 0.734 -2.792 0.063 -0.034 0.048
H -5.469 -1.557 -1.386 0.028 0.020 0.012
H 3.517 3.849 3.924 -0.039 -0.012 -0.044
H 2.880 3.160 -2.500 0.048 0.014 -0.106
H 0.638 -5.328 -4.723 -0.030 0.023 0.007
H 0.695 4.508 5.849 0.023 -0.023 -0.028
H -3.681 -2.386 0.896 -0.057 -0.019 0.013
H 0.580 0.971 1.005 0.021 -0.015 -0.082
H 2.441 -3.265 2.549 -0.006 0.053 -0.012
```
Forces are in eV/Å.

The calculation puts the energy above the lowest of the compared OMol25 structures with the same formula, charge and spin at 108.0 kJ/mol. The value obtained for the HOMO energy (spin up / spin down) is -13.6 / -13.6 eV. As for the LUMO energy (spin up / spin down): -8.5 / -6.8 eV. The calculation puts the total energy at -88376.219 eV. The net charge is +2. The HOMO-LUMO gap (spin up / spin down) comes out at 0.1867 / 0.2465 Ha. Its spin multiplicity is 5.

The following is a quantum chemistry calculation of one molecule with the formula C5H10O, from OMol25.

```
16
Properties=species:S:1:pos:R:3:forces:R:3
O 0.819 -0.502 1.459 0.159 0.008 0.082
C -1.840 0.732 0.705 0.008 -0.039 0.013
C 0.470 -0.200 0.132 -0.009 0.117 -0.332
C 1.595 -0.404 -0.839 0.145 0.117 -0.145
C -0.496 0.962 0.008 0.085 0.022 -0.076
C 0.412 -1.344 -0.830 -0.182 -0.150 -0.061
H -2.383 -0.113 0.267 0.122 0.095 0.050
H 2.518 -0.824 -0.438 -0.192 0.197 -0.023
H -0.662 1.168 -1.057 0.057 -0.010 0.124
H -1.699 0.530 1.772 0.010 0.011 -0.175
H -2.474 1.622 0.610 0.115 -0.165 0.019
H 1.718 -0.161 1.512 -0.100 -0.110 0.567
H -0.284 -1.277 -1.661 0.016 -0.052 0.159
H 0.580 -2.339 -0.430 -0.056 0.166 -0.077
H 1.746 0.299 -1.651 -0.152 -0.118 -0.027
H -0.019 1.852 0.439 -0.026 -0.089 -0.097
```
Forces are in eV/Å.

The calculation puts the energy above the lowest of the compared OMol25 structures with the same formula, charge and spin at 103.8 kJ/mol. The value obtained for the HOMO energy is -9.9 eV. As for the LUMO energy: 1.1 eV. The calculation puts the total energy at -7393.689 eV. The HOMO-LUMO gap comes out at 0.4021 Ha.

The following is a quantum chemistry calculation of a 2-piece molecular cluster, C5H10BrI overall, from OMol25.

```
17
Properties=species:S:1:pos:R:3:forces:R:3
I 4.228 -0.731 0.139 -1.120 0.320 0.047
Br 1.724 2.336 0.013 -0.451 -0.535 0.501
C -1.954 -0.477 -0.144 0.720 1.141 -0.139
C -0.992 0.163 -1.169 -1.956 1.039 0.126
C 1.030 0.624 0.335 1.202 1.065 -1.922
C 0.742 0.088 1.644 -0.880 -0.756 -0.194
C 0.452 -0.023 -0.902 1.324 0.917 1.142
H 0.478 -0.911 1.238 -0.292 0.036 1.763
H 0.580 -1.056 -0.895 0.495 -2.081 0.807
H -1.302 1.222 -1.196 0.428 -0.190 -0.334
H -0.068 0.630 2.208 0.444 -0.522 -0.792
H -2.973 -0.474 -0.525 -0.072 0.435 0.343
H -1.723 -1.487 0.044 0.448 -1.435 0.156
H -1.795 0.051 0.825 -0.798 -0.270 -0.681
H -1.068 -0.234 -2.180 -0.658 -0.087 -0.018
H 1.052 0.229 -1.730 0.575 0.933 -1.046
H 1.591 0.048 2.296 0.590 -0.013 0.241
```
Forces are in eV/Å.

The calculation puts the energy above the lowest of the compared OMol25 structures with the same formula, charge and spin at 139.2 kJ/mol. The value obtained for the HOMO energy (spin up / spin down) is -7.8 / -7.8 eV. As for the LUMO energy (spin up / spin down): -2.5 / -2.5 eV. The calculation puts the total energy at -83487.713 eV. The HOMO-LUMO gap (spin up / spin down) comes out at 0.1940 / 0.1940 Ha.

The following is a quantum chemistry calculation of a 5-piece molecular cluster, C36H80BF4N4 overall, from OMol25.

```
125
Properties=species:S:1:pos:R:3:forces:R:3
F 1.945 -1.402 -1.134 0.995 0.247 -1.830
F 1.477 0.851 -0.734 0.465 0.708 -0.252
F -0.230 -0.653 -1.120 -0.525 0.606 -1.149
F 0.979 -0.905 0.665 -0.162 0.686 3.042
N -0.308 2.731 2.939 0.826 0.028 1.726
N 4.477 1.567 -3.042 2.490 -0.043 -0.815
N -6.817 2.289 -3.388 -0.920 -2.435 0.063
N 2.476 -6.079 4.091 0.493 -0.195 0.473
C 2.773 -7.657 3.782 0.652 1.346 0.612
C -9.171 2.134 -5.438 0.378 1.202 1.329
C 2.167 2.815 2.079 0.188 0.382 -1.004
C 5.299 -7.291 4.322 -1.395 -0.979 -0.347
C -2.146 0.897 2.812 1.174 -0.694 -0.107
C -2.939 1.633 -2.637 -1.070 -0.214 0.607
C -8.967 3.344 -4.442 1.090 -0.654 -0.436
C 1.241 2.857 3.301 -0.193 0.458 -1.605
C 1.960 -5.937 5.538 0.308 -0.018 -0.710
C 1.697 3.745 0.951 0.145 0.852 -0.504
C -7.518 1.853 -1.994 -0.041 -0.171 -1.947
C -8.506 0.822 -4.897 1.284 2.178 0.118
C 2.349 2.892 -3.829 0.392 0.274 0.141
C 3.516 2.811 -2.822 0.318 -2.653 -0.090
C 1.412 -5.476 3.166 -0.156 0.868 0.410
C 0.520 -3.098 2.536 1.496 -0.229 0.389
C 1.000 -4.046 3.656 -0.780 -0.760 -0.665
C -1.064 3.166 4.288 -0.932 -1.213 -2.193
C 5.006 -5.796 4.597 0.523 -1.280 -0.351
C -0.738 3.650 1.745 1.920 -0.570 -0.084
C -6.980 1.060 -4.428 -1.453 1.510 0.347
C 3.777 -5.249 3.875 0.480 -0.603 0.013
C -2.502 -0.565 2.420 0.316 0.522 -1.031
C 2.558 0.442 -4.313 0.493 0.338 0.023
C 4.022 -8.212 4.616 -0.238 2.156 -0.573
C -5.352 2.655 -3.130 -0.011 -3.517 -0.853
C 5.544 1.583 -1.854 -2.388 -0.517 0.591
C 1.573 1.558 -4.039 -0.086 -0.438 1.310
C 0.290 3.532 0.495 -2.545 -0.594 1.422
C 3.643 0.293 -3.210 -0.983 0.883 -0.231
C -7.430 3.511 -4.080 -2.458 -0.538 1.874
C 5.459 1.686 -4.272 -1.231 0.844 1.064
C 6.081 1.079 0.495 0.693 0.497 -0.198
C -4.481 1.363 -2.712 0.014 1.144 0.062
C 4.947 1.304 -0.465 -1.314 -0.561 0.400
C -0.573 1.246 2.603 -2.399 -0.006 0.770
B 1.044 -0.461 -0.623 -0.579 -2.015 0.235
H 0.181 -4.203 4.359 -0.015 0.094 0.136
H 1.731 -5.484 2.124 0.629 0.074 0.179
H 2.473 -6.649 6.185 -0.193 0.103 -0.175
H 3.047 0.160 -2.306 0.392 -0.053 0.199
H 1.003 1.213 -3.176 -0.008 0.733 0.511
H -2.664 1.662 2.235 -0.502 -0.385 -0.232
H -9.243 4.289 -4.910 0.027 -0.041 -0.247
H -8.522 1.542 -2.284 -0.139 0.625 0.287
H -0.732 4.672 2.123 0.598 0.104 0.172
H -9.040 0.473 -4.014 -0.247 -0.516 -0.512
H 4.234 -0.607 -3.380 0.485 0.424 0.111
H 6.631 2.007 0.653 0.323 -0.068 -0.010
H -8.479 0.180 -5.778 0.016 -0.717 0.639
H 2.132 -4.924 5.903 0.202 -0.123 -0.186
H -7.277 4.215 -3.262 -0.240 0.800 -0.598
H -5.448 3.421 -2.361 0.892 0.318 -0.419
H 3.183 3.169 2.257 -0.077 0.375 1.091
H 2.823 0.705 -5.337 1.176 -0.815 -0.087
H 4.229 2.053 -0.131 0.401 0.662 -0.122
H 3.741 -8.138 5.666 0.171 -0.327 0.057
H 3.899 -5.218 2.792 0.148 -0.253 0.012
H 5.521 -7.522 3.280 -0.222 0.728 -0.502
H 0.190 -2.218 3.088 -0.413 0.092 -0.644
H 1.566 2.008 3.903 -0.742 0.312 0.611
H 4.305 0.433 -0.332 0.066 -0.501 -1.008
H -6.970 3.825 -5.017 0.799 -0.508 0.360
H 4.194 -9.256 4.352 -0.098 0.119 -0.031
H 2.438 1.799 1.791 -0.938 -0.289 -0.481
H -1.077 2.315 4.968 0.919 0.309 0.235
H -2.553 0.923 3.823 0.836 0.797 0.387
H 2.048 -0.522 -4.298 -0.050 0.022 -0.223
H -1.801 3.541 1.526 -0.027 -0.898 -0.249
H -3.446 -0.944 2.812 -0.285 0.676 -0.051
H -2.352 0.715 -2.605 -0.327 -0.297 -0.144
H 1.408 -2.811 1.973 -0.023 0.277 -0.039
H 4.871 1.967 -5.146 0.272 0.185 0.118
H 0.277 2.603 -0.075 -0.568 -0.369 0.531
H -2.573 2.207 -3.488 -0.060 0.323 0.245
H 0.880 -6.077 5.523 0.186 -0.375 0.051
H 5.904 -5.255 4.297 -0.224 0.346 -0.422
H -1.809 -1.331 2.767 0.490 0.387 -0.080
H -2.119 3.189 4.014 -0.007 0.343 -0.277
H -5.045 2.808 -4.165 0.538 1.402 0.358
H 5.827 0.695 1.482 -0.258 -0.117 -0.259
H 1.770 -3.505 4.207 0.169 -0.251 -0.143
H -7.093 0.935 -1.588 0.687 0.133 -0.501
H -2.533 -0.569 1.330 -0.033 -0.602 -0.062
H 1.814 4.788 1.247 0.011 0.119 0.544
H -10.246 2.062 -5.600 0.004 -0.544 0.159
H -6.411 1.445 -5.274 0.251 -0.448 -0.023
H -0.819 4.156 4.673 0.684 -0.375 -0.195
H 2.325 3.720 0.060 0.360 -0.514 0.034
H 2.916 -7.702 2.702 0.269 0.130 0.039
H -9.661 3.270 -3.605 0.420 -0.230 0.346
H -4.880 1.058 -1.745 0.389 -0.249 0.166
H -0.149 -3.465 1.758 -0.460 -0.097 0.587
H 4.142 3.694 -2.691 -0.094 -0.020 -0.414
H 3.151 2.488 -1.847 -0.444 0.499 0.020
H 0.000 0.556 3.223 0.297 0.521 0.271
H 2.705 3.321 -4.766 0.150 -0.340 -0.280
H -7.472 2.587 -1.190 -0.011 0.457 -0.592
H 6.695 0.372 -0.062 0.580 -0.163 0.726
H -2.762 2.070 -1.654 0.368 0.694 -0.216
H 0.494 -6.064 3.157 0.250 -0.467 0.415
H -4.585 0.525 -3.401 -0.533 0.293 -0.201
H 1.822 -8.148 3.986 0.139 -0.014 0.309
H 6.247 -7.633 4.738 -0.401 -0.026 0.911
H -8.793 2.442 -6.413 0.426 -0.272 -0.030
H 6.038 0.789 -4.491 -0.515 -0.300 0.448
H 1.346 3.840 3.761 -0.102 -0.272 0.347
H 4.977 -5.570 5.663 -0.391 -0.321 0.183
H -6.566 0.162 -3.969 0.025 0.275 -0.156
H -0.232 1.096 1.578 -0.330 -0.013 -0.012
H 6.165 2.435 -3.913 -0.107 0.267 -0.754
H 6.341 0.876 -2.084 -0.237 -0.029 -0.218
H 5.954 2.588 -1.758 0.027 0.056 -0.701
H 1.814 3.740 -3.403 -0.792 -0.256 -0.013
H 3.742 -4.210 4.200 -1.064 -0.129 0.055
H -0.200 4.226 -0.187 0.737 0.600 -0.151
H 0.844 1.455 -4.842 0.094 1.078 -0.230
```
Forces are in eV/Å.

The calculation puts the energy above the lowest of the compared OMol25 structures with the same formula, charge and spin at 123.5 kJ/mol. The value obtained for the HOMO energy (spin up / spin down) is -5.0 / -14.5 eV. As for the LUMO energy (spin up / spin down): -3.3 / -3.3 eV. The calculation puts the total energy at -56121.712 eV. The net charge is +2. The HOMO-LUMO gap (spin up / spin down) comes out at 0.0631 / 0.4109 Ha. Its spin multiplicity is 2.

The following is a quantum chemistry calculation of an isolated ion of composition C5H10N and charge +1, from OMol25.

```
16
Properties=species:S:1:pos:R:3:forces:R:3
N 0.372 -0.729 -0.926 1.123 -0.935 1.954
C -0.500 -0.125 -0.249 -1.482 0.563 -0.890
C 1.122 0.956 1.275 0.447 1.522 -1.432
C -0.248 0.944 0.748 -1.186 -0.276 -0.106
C -1.918 -0.372 -0.657 1.118 -0.037 0.513
C 1.308 -1.529 -1.165 -0.260 2.464 -2.356
H 1.822 -1.187 -2.062 0.537 -0.740 -0.033
H 1.844 1.446 0.668 0.365 0.429 -1.435
H -2.214 0.328 -1.432 -0.306 0.249 0.199
H -1.904 -1.357 -1.057 -0.673 -0.841 -0.395
H -1.031 0.886 1.545 0.593 -0.346 -0.555
H -2.433 -0.315 0.286 -1.002 0.099 -0.142
H 1.552 0.036 1.419 0.596 -2.380 0.984
H 1.596 -2.416 -0.675 -0.117 -0.885 0.997
H -0.568 1.845 0.207 0.316 0.172 0.038
H 1.202 1.589 2.077 -0.070 0.943 2.659
```
Forces are in eV/Å.

The calculation puts the energy above the lowest of the compared OMol25 structures with the same formula, charge and spin at 138.3 kJ/mol. The value obtained for the HOMO energy is -16.2 eV. As for the LUMO energy: -4.6 eV. The calculation puts the total energy at -6828.768 eV. The net charge is +1. The HOMO-LUMO gap comes out at 0.4280 Ha.